3 unconnected molecules or ions with the total composition C4H10O3 at a distorted geometry, computed with ωB97M-V with the def2-TZVPD basis set.

Its total charge is 0. The relative energy (zero: lowest compared OMol25 entry of this formula, charge and spin) comes out at 297.2 kJ/mol. The calculation puts the HOMO energy at -8.9 eV. As for the structure (SMILES): C=CC(=C)O.O.O.

Geometry (Å):
C 1.77188 -0.58610 1.21630
C 0.82251 -0.88947 0.36786
O 0.17691 -2.15028 0.32977
C 0.44332 -0.11025 -0.79699
C 0.92548 -0.47840 -1.96951
H 2.28237 -1.21413 2.00312
H 2.37417 0.34494 1.20072
H 0.46825 -2.77665 1.02865
H -0.00897 0.92989 -0.51097
H 1.53128 -1.35549 -2.03772
H 0.68591 0.13961 -2.84814
H -2.18512 0.80006 2.18421
H -0.90615 1.34992 1.67388
O -1.78266 1.52804 1.55793
H -1.88474 1.79807 -0.25780
H -1.76040 1.44476 -1.76845
O -1.44122 1.98779 -1.08437

Forces on the atoms, in the same order (eV/Å):
2.749 0.681 2.310
-0.519 -2.954 0.002
0.401 0.457 0.537
0.079 2.623 1.321
-1.024 1.219 -0.626
-1.381 0.066 -0.929
-0.983 -0.335 -0.591
0.046 0.970 -0.472
0.700 -2.336 -1.397
0.107 -0.504 -0.363
0.443 -0.472 0.277
0.797 2.229 -1.958
4.154 -0.512 0.296
-4.928 -1.785 1.915
-0.474 -0.302 0.287
-0.795 -1.129 -1.042
0.627 2.084 0.433

These are the natural (NBO) partial charges, in e, on atoms 1 to 5:
1 C -0.551
2 C 0.278
3 O -0.705
4 C -0.275
5 C -0.356


A molecular structure, C4H10O3 at a distorted geometry, computed with ωB97M-V with the def2-TZVPD basis set.

Its total charge is 0. The relative energy (zero: lowest compared OMol25 entry of this formula, charge and spin) comes out at 128.1 kJ/mol. The calculation puts the HOMO energy at -10.0 eV.

Geometry (Å):
O 0.75107 0.75642 0.76380
O 0.71096 -1.11222 -0.49821
C 1.32347 -0.21132 0.31439
C 2.75484 -0.58706 0.55609
H -0.22344 -0.78267 -0.59970
H 3.23715 0.15310 1.21651
H 3.30897 -0.62202 -0.39698
H 2.81601 -1.57868 1.03519
O -1.33936 -0.26544 -0.63833
C -1.93486 -0.21627 0.64293
C -1.29543 1.02468 -1.21481
H -1.94523 -1.24224 1.04777
H -2.97295 0.15341 0.59468
H -1.36360 0.42814 1.33213
H -2.30618 1.44740 -1.34246
H -0.69683 1.72212 -0.60501
H -0.82459 0.93258 -2.20801

Forces on the atoms, in the same order (eV/Å):
0.586 0.158 0.307
3.696 -0.078 1.220
-0.330 -1.518 -1.128
0.742 0.315 0.465
0.022 -0.289 -0.185
-0.253 -0.310 -0.294
-0.324 -0.087 0.353
-0.094 0.358 -0.315
-3.527 1.544 -0.184
-0.581 -0.341 1.214
0.142 1.061 -0.884
0.016 0.412 -0.252
0.329 -0.170 -0.223
-0.172 -0.237 -0.425
0.231 -0.361 0.062
-0.264 -0.414 -0.160
-0.218 -0.043 0.429

These are the natural (NBO) partial charges, in e, on atoms 1 to 5:
1 O -0.655
2 O -0.723
3 C 0.796
4 C -0.723
5 H 0.470


C4H10O3 in the gas phase at a distorted geometry, computed with ωB97M-V with the def2-TZVPD basis set.

Its total charge is 0. The relative energy (zero: lowest compared OMol25 entry of this formula, charge and spin) comes out at 262.4 kJ/mol. The calculation puts the HOMO energy at -10.1 eV. As for the structure (SMILES): COCOCOC.

Geometry (Å):
C -2.85557 -0.00381 -0.58026
C -1.03801 -0.09052 0.67646
C 1.10422 -0.87066 0.23843
C 2.67082 0.93207 -0.07783
H -3.81958 0.52469 -0.72044
H -2.42787 -0.16508 -1.55497
H -3.15168 -0.99916 -0.10309
H -1.47152 -1.03765 0.97482
H -0.54140 0.42088 1.54138
H 1.13003 -0.59773 1.31578
H 0.96453 -1.96405 0.13101
H 1.96601 1.67868 -0.54085
H 3.62513 1.02288 -0.52802
H 2.78779 0.92705 1.00510
O -1.98520 0.78205 0.30560
O -0.07660 -0.32348 -0.28043
O 2.26803 -0.41020 -0.40786

Forces on the atoms, in the same order (eV/Å):
-1.787 0.372 0.927
1.878 0.773 2.887
0.209 -0.014 0.403
-1.545 -0.886 -0.329
0.693 0.055 0.154
0.464 -0.096 -0.212
0.697 1.212 -0.500
-0.197 -0.441 0.425
-0.183 -0.639 -0.187
0.286 -0.209 -0.237
0.984 0.390 -0.047
0.602 -0.579 0.919
0.932 0.302 -0.416
-0.220 0.809 0.131
-2.353 -1.076 -2.255
0.572 0.645 -1.609
-1.034 -0.618 -0.057

These are the natural (NBO) partial charges, in e, on atoms 1 to 5:
1 C -0.282
2 C 0.238
3 C 0.234
4 C -0.257
5 H 0.195


3 unconnected molecules or ions with the total composition C4H10O3 at a distorted geometry, computed with ωB97M-V with the def2-TZVPD basis set.

Its total charge is 0. The relative energy (zero: lowest compared OMol25 entry of this formula, charge and spin) comes out at 321.4 kJ/mol. The calculation puts the HOMO energy at -8.4 eV. As for the structure (SMILES): C=C/C=C/O.O.O.

Geometry (Å):
C 1.98591 -0.02489 1.44648
C 2.00687 -0.88514 0.40686
C 0.77903 -1.38278 -0.20261
C -0.47626 -1.32553 0.18963
O -1.57246 -1.34407 -0.60375
H 2.89290 0.48837 1.56435
H 1.17168 0.23714 2.18142
H 2.84713 -0.72648 -0.26650
H 0.98956 -2.02740 -1.07463
H -0.59350 -1.18404 1.30364
H -1.59581 -0.41480 -0.87850
H -1.45083 1.84474 -0.69728
H -2.92775 2.40744 -0.24691
O -2.41400 1.65583 -0.57881
H 0.67048 1.15361 -0.92402
H 1.03883 2.52295 -0.38887
O 0.38447 1.86431 -0.26930

Forces on the atoms, in the same order (eV/Å):
-0.603 -0.778 0.288
-1.444 2.059 1.093
1.415 -2.396 -2.013
0.406 0.692 3.009
0.065 -0.268 -0.138
1.095 0.807 0.678
0.801 -0.648 -1.208
0.138 -0.851 0.195
-0.411 1.080 -0.440
-0.659 0.381 -1.131
-0.885 -0.189 -0.265
-1.110 0.699 0.639
0.818 -0.208 -0.203
0.366 -0.417 -0.378
-0.483 1.051 1.421
0.983 1.251 -0.071
-0.493 -2.263 -1.475

These are the natural (NBO) partial charges, in e, on atoms 1 to 5:
1 C -0.350
2 C -0.247
3 C -0.361
4 C 0.188
5 O -0.693


A molecular structure, C4H10O3 at a distorted geometry, computed with ωB97M-V with the def2-TZVPD basis set.

Its total charge is 0. The relative energy (zero: lowest compared OMol25 entry of this formula, charge and spin) comes out at 445.7 kJ/mol. The calculation puts the HOMO energy at -8.4 eV.

Geometry (Å):
C -1.11800 -0.15095 -0.31211
C -1.60430 -1.14944 0.70994
O -1.43587 1.16588 0.01532
H -1.33336 1.72333 -0.76703
H -1.53042 -0.38278 -1.29960
H 0.20122 -0.27975 0.19741
H -0.89880 -1.98151 0.71260
H -1.61293 -0.73657 1.71963
H -2.59309 -1.53491 0.45982
C 1.71115 0.36154 0.87906
C 1.08811 -0.01554 -0.79398
O 0.96279 1.23808 -1.34831
O 1.67398 -0.93615 -1.33698
H 0.86142 1.34810 -2.30426
H 2.74696 0.53368 0.60923
H 1.57653 -0.48019 1.55369
H 1.30461 1.27718 1.30556

Forces on the atoms, in the same order (eV/Å):
0.721 0.209 1.744
-0.205 -0.215 0.101
-0.405 -0.069 0.133
0.188 -0.152 0.241
1.147 -0.314 -0.193
-2.693 0.340 -2.506
-0.181 -0.228 -0.017
-0.040 0.149 -0.102
-0.071 0.021 0.151
-0.452 0.223 -1.902
4.124 0.892 2.033
-0.858 0.834 0.620
-1.510 -0.109 -0.125
0.204 -1.091 0.052
0.193 -0.228 0.133
0.112 -0.180 -0.163
-0.274 -0.082 -0.199

These are the natural (NBO) partial charges, in e, on atoms 1 to 5:
1 C 0.002
2 C -0.653
3 O -0.707
4 H 0.485
5 H 0.194


2 unconnected molecules or ions with the total composition C4H10O3 at a distorted geometry, computed with ωB97M-V with the def2-TZVPD basis set.

Its total charge is 0. The relative energy (zero: lowest compared OMol25 entry of this formula, charge and spin) comes out at 199.3 kJ/mol. The calculation puts the HOMO energy at -9.3 eV. As for the structure (SMILES): C1COCCO1.O.

Geometry (Å):
O 1.99751 2.92233 4.68249
H 2.59087 2.19566 4.38561
H 2.59871 3.57597 5.10626
O 0.29323 -2.88687 -0.36402
O 0.00000 0.00000 0.00000
C 0.60080 -2.10294 0.80538
C -0.35110 -0.87544 1.01255
C 0.51262 -2.01518 -1.49144
C -0.23164 -0.64712 -1.22716
H 0.60544 -2.78151 1.68000
H 1.63442 -1.73423 0.65998
H -0.26441 -0.40028 2.00862
H -1.40728 -1.17672 0.87415
H 0.13421 -2.60328 -2.34957
H 1.61184 -1.93630 -1.59604
H -1.30027 -0.90599 -1.35552
H 0.04342 0.05744 -2.03549

Forces on the atoms, in the same order (eV/Å):
1.226 -0.085 0.139
-0.607 0.815 0.329
-0.620 -0.732 -0.470
-0.214 1.148 0.545
0.072 0.714 -0.969
-0.117 -0.622 0.918
0.423 -1.744 0.351
0.035 -0.262 1.020
0.146 -0.608 -2.119
-0.170 0.214 -0.505
-0.351 0.158 0.335
0.294 -0.192 -0.605
0.270 -0.148 0.199
-0.050 0.856 0.205
-0.359 0.445 -0.106
0.155 0.310 0.274
-0.133 -0.265 0.458

These are the natural (NBO) partial charges, in e, on atoms 1 to 5:
1 O -0.940
2 H 0.470
3 H 0.470
4 O -0.532
5 O -0.512


2 unconnected molecules or ions with the total composition C4H10O3, computed with ωB97M-V with the def2-TZVPD basis set.

Its spin multiplicity is 2. Its total charge is +1. The relative energy (zero: lowest compared OMol25 entry of this formula, charge and spin) comes out at 151.3 kJ/mol. The calculation puts the HOMO energy (spin up / spin down) at -14.2 / -14.2 eV.

Geometry (Å):
O 2.44390 -0.99985 1.76242
C 2.37588 -0.70907 0.62833
C 1.03889 -0.44749 -0.10209
C 0.22402 0.66248 0.60805
C -1.21175 0.20947 1.02914
O -2.11949 1.19060 0.65680
H 3.29246 -0.63822 0.01128
H 0.53228 -1.41569 -0.02163
H 1.25190 -0.20065 -1.12993
H 0.06295 1.42085 -0.14640
H 0.73924 1.08286 1.47150
H -1.49564 -0.69652 0.50575
H -1.28666 0.01474 2.10386
H -2.17746 1.86194 1.34912
H -1.91176 0.52825 -3.11867
H -2.39220 -0.86830 -3.53686
O -1.71805 -0.20805 -3.72584

Forces on the atoms, in the same order (eV/Å):
0.224 -0.167 0.606
-0.189 0.045 -0.319
-0.814 0.244 0.491
0.026 -0.441 -0.133
0.089 -0.278 0.355
-0.233 0.476 -0.023
0.230 0.048 -0.129
0.144 -0.057 -0.151
0.183 -0.147 -0.274
0.163 0.421 0.031
0.007 0.143 -0.151
-0.005 -0.171 -0.145
0.274 -0.108 -0.088
-0.094 -0.027 -0.143
-0.040 -0.395 -0.459
-0.071 0.024 -0.076
0.106 0.392 0.608

These are the natural (NBO) partial charges, in e, on atoms 1 to 5:
1 O -0.105
2 C 0.459
3 C -0.432
4 C -0.435
5 C -0.054


3 unconnected molecules or ions with the total composition C4H10O3 at a distorted geometry, computed with ωB97M-V with the def2-TZVPD basis set.

Its spin multiplicity is 2. Its total charge is +1. The relative energy (zero: lowest compared OMol25 entry of this formula, charge and spin) comes out at 166.3 kJ/mol. The calculation puts the HOMO energy (spin up / spin down) at -13.9 / -13.9 eV.

Geometry (Å):
C -1.55371 -1.22845 -1.36055
C -1.37198 -0.14771 -0.47250
O -0.90317 0.99547 -0.92433
C -2.05913 -0.10140 0.78196
C -1.96300 0.98878 1.59433
H -0.70051 -1.70850 -1.84140
H -2.33936 -1.95143 -1.17863
H -0.80287 0.97856 -1.89322
H -2.98195 -0.66822 0.85608
H -1.56986 1.90558 1.16856
H -2.48793 1.02440 2.53106
H 1.09335 0.10350 -1.23184
H 2.23515 -0.75112 -1.47021
O 1.54188 -0.30745 -1.98097
H 4.87175 0.59734 1.13575
H 4.17383 0.33167 2.44306
O 4.81752 -0.06102 1.84285

Forces on the atoms, in the same order (eV/Å):
0.930 -1.836 0.789
-2.406 1.472 -0.966
0.703 -0.354 0.145
-0.638 1.047 0.241
-0.384 -0.163 -1.213
0.006 0.792 -0.640
-0.344 0.291 0.125
0.426 -0.029 0.049
0.812 -1.230 0.565
0.867 -0.084 0.632
-0.198 0.072 0.168
0.035 0.401 -0.244
0.346 -0.231 -0.647
-0.150 -0.173 1.010
0.228 -0.212 0.112
0.123 -0.129 0.170
-0.357 0.366 -0.296

These are the natural (NBO) partial charges, in e, on atoms 1 to 5:
1 C -0.204
2 C 0.452
3 O -0.582
4 C -0.341
5 C -0.094


Calculated DFT total energy, -384.0364 -384.1008 -384.0497 -384.0272 -383.9799 -384.0737 -383.7293 -383.7236 hartree (same order as the records).